{
  "formula": "C4H6O2",
  "method": "ωB97M-V with the def2-TZVPD basis set",
  "gap_ev": 10.61,
  "fmax_ha_per_bohr": 0.0140,
  "lumo_energy_ev": 0.806,
  "relative_energy_ev": 1.483,
  "energy_ev": -8338.97780,
  "homo_energy_ev": -9.80,
  "species": ["O", "C", "O", "C", "C", "C", "H", "H", "H", "H", "H", "H"],
  "xyz": [[1.70770, 0.45200, 1.47713], [1.18666, 0.72835, 0.42416], [0.98467, -1.67313, -0.77784], [-0.00902, -1.38497, -0.15246], [-0.95783, -0.30125, -0.56767], [-0.33166, 0.89222, 0.22368], [1.79611, 0.87593, -0.49002], [-0.16156, -1.71858, 0.89355], [-0.94791, -0.15544, -1.65134], [-1.98994, -0.50583, -0.25357], [-0.47641, 1.81983, -0.33479], [-0.80079, 0.97088, 1.20918]]
}